{
  "formula": "C49H123BeN8O16",
  "method": "the ωB97M-V functional and the def2-TZVPD basis",
  "species": ["H", "H", "H", "N", "C", "H", "C", "H", "H", "H", "C", "H", "H", "O", "H", "H", "H", "C", "H", "N", "C", "O", "H", "H", "H", "C", "C", "H", "H", "H", "H", "C", "H", "C", "O", "H", "H", "H", "H", "O", "H", "C", "C", "H", "C", "C", "H", "H", "H", "H", "H", "H", "H", "O", "H", "H", "H", "H", "H", "C", "C", "H", "N", "O", "C", "H", "H", "H", "H", "H", "C", "H", "C", "C", "C", "H", "H", "H", "H", "H", "C", "H", "H", "H", "C", "C", "C", "N", "H", "C", "H", "H", "C", "O", "H", "O", "H", "H", "H", "H", "H", "H", "H", "O", "N", "C", "C", "H", "C", "Be", "H", "H", "O", "C", "C", "C", "C", "N", "O", "H", "H", "C", "H", "H", "C", "H", "H", "C", "H", "H", "C", "H", "H", "H", "N", "O", "H", "H", "H", "H", "C", "H", "O", "H", "C", "H", "H", "H", "H", "H", "H", "H", "H", "O", "H", "H", "H", "H", "C", "C", "H", "H", "H", "C", "H", "H", "H", "H", "C", "H", "C", "H", "C", "H", "H", "H", "H", "O", "H", "H", "H", "N", "H", "C", "H", "H", "H", "C", "C", "H", "C", "H", "H", "O", "H", "H", "H"],
  "positions_angstrom": [[-14.724510, -13.271184, 0.771098], [-15.493339, -8.904700, 0.301200], [-3.687364, -8.391410, -8.087618], [-13.766710, -18.446892, -5.289510], [-2.274610, -5.609870, -9.368292], [-15.203009, -12.592043, -11.053026], [-17.134110, -18.030443, -7.206388], [3.216552, -11.315450, -0.103754], [-9.316101, -10.999459, 6.852906], [-14.557205, -9.085019, -1.929109], [-12.822952, -6.925037, 0.308215], [-5.512676, -2.600332, 5.511362], [-13.334466, -12.300148, 8.259014], [-9.441312, -6.731325, 8.590271], [-12.921177, -20.134987, -3.545231], [-7.034829, -18.496065, 1.503750], [-3.284244, -6.240679, 6.524683], [-16.264749, -18.544793, -5.052656], [-13.759462, -12.316539, 6.556904], [-10.368095, -9.276320, 7.508886], [-2.755025, -8.547743, 7.548398], [-16.535935, -17.518099, -6.034774], [-4.329491, -12.155413, -8.465140], [-8.404580, -19.202668, 4.867394], [-0.325913, -4.561436, -11.168369], [1.654167, -5.655635, -2.099626], [-11.152068, -6.690851, 1.850202], [-2.531939, -8.889278, 5.469487], [-3.442478, -9.555415, 10.042070], [0.405025, -3.706477, -9.806568], [-15.577959, -11.110181, -0.803262], [-14.801515, -11.937880, -8.941355], [-20.246520, -11.295255, -11.364310], [-7.881585, -13.291831, -1.131827], [-4.402684, -4.393004, 5.121870], [-8.234951, -5.016001, 8.519247], [-9.410454, -5.131504, 9.787745], [-18.571904, -10.499753, -8.237275], [2.645715, -5.207394, -2.162928], [-19.018079, -9.990012, -10.226561], [-5.241629, -12.031271, 0.633655], [-3.364473, -4.890797, 4.327597], [-10.781251, -7.164691, 8.786794], [-14.641854, -6.998928, -0.815193], [-3.555562, -8.481962, 9.890358], [-14.576295, -12.831322, -10.193911], [-6.259099, -20.059622, 4.001860], [-13.318889, -13.490649, -0.166732], [-0.446336, -10.713754, -4.033899], [-9.521881, -8.810882, 7.213230], [-16.773098, -11.235266, -10.616806], [-5.456607, -13.555311, -0.252397], [2.762622, -9.325117, -2.098362], [1.887397, -7.015312, -1.920036], [-2.451951, -4.347530, 4.573094], [-2.667338, -7.952794, 10.235524], [-3.545691, -4.705809, 3.268802], [-0.861389, -10.532936, -2.323485], [-1.896256, -6.845322, -7.781619], [-12.969757, -12.563965, 7.266292], [2.615652, -7.244579, -0.678083], [-5.915350, -8.935357, -8.931794], [-16.240611, -11.807085, -8.620222], [-5.204846, -19.401126, 1.682958], [1.466932, -11.428483, -1.436758], [-11.372196, -11.500888, 8.962559], [-14.105492, -11.717989, -1.494320], [1.016318, -5.049804, -1.456038], [-10.374259, -6.953617, 1.133218], [1.357408, -12.509477, -1.349793], [-3.274154, -6.355391, 4.482672], [-12.960956, -9.505877, -1.191618], [-16.968783, -10.993054, -9.572223], [-12.449688, -19.113260, -5.478421], [-9.257909, -5.329944, 8.726866], [-11.140701, -6.817988, 9.755657], [-4.924288, -7.286326, -10.457435], [-2.502751, -6.719805, 3.804256], [-13.769707, -15.339158, -11.410136], [-10.018764, -4.706305, 8.257544], [-4.982673, -11.495692, -9.036281], [-13.124443, -13.082970, 1.517117], [-16.124920, -18.002572, -4.117486], [-5.549443, -17.859926, 3.547152], [-2.246460, -7.030048, -8.797161], [-9.871312, -10.643924, 7.720914], [-14.773285, -15.172923, -11.018597], [-2.815087, -6.796028, 5.823549], [-11.285181, -5.625387, 2.037769], [-6.862484, -19.338151, 3.450957], [-11.692174, -9.142695, 9.128654], [-7.144553, -13.752987, -1.789260], [-18.466492, -10.866612, -9.258260], [-11.897836, -11.786283, 6.920049], [-5.348065, -18.714800, -0.390766], [-8.151169, -11.741154, 0.774293], [-15.055783, -20.113897, -4.690250], [-10.420685, -12.703079, 8.065404], [-1.836677, -8.068907, 7.888211], [-4.126566, -8.474772, 5.990065], [3.641201, -6.979384, -0.935028], [-5.184887, -3.071804, 3.823917], [-12.733612, -5.843905, 0.202116], [-14.746388, -14.259250, -9.843160], [-14.502535, -8.790106, 0.142192], [-0.525582, -4.125218, -10.189621], [-6.644944, -19.410057, 1.951742], [-8.915148, -18.819697, 3.209211], [-3.080691, -8.187016, 6.097024], [-12.879024, -10.213075, 3.466693], [-17.067132, -19.273975, -4.940510], [-15.513091, -14.816446, -11.735332], [1.099273, -11.038989, -2.762495], [-5.922922, -12.861394, 0.446974], [-5.161907, -9.198477, -9.674214], [-8.341735, -19.513101, 3.824422], [-4.793950, -3.072216, 4.841389], [-3.594521, -7.600556, -8.708932], [-0.934728, -5.174770, -9.313877], [1.185814, -5.650472, -3.083871], [-1.312580, -3.379205, -10.299989], [-7.255677, -12.325140, -0.132261], [-1.505667, -7.733574, -9.177134], [-3.921327, -2.426618, 4.940628], [-10.970813, -11.765585, 7.984335], [-5.104023, -20.452571, -0.022511], [-10.806957, -7.012641, 2.832777], [-14.949257, -19.295359, -5.402103], [-18.927848, -11.852249, -9.196901], [-12.937280, -22.708567, -3.438975], [-0.299689, -11.133709, -3.038793], [3.524177, -11.678385, -1.800820], [-16.675280, -12.707988, -8.480446], [-14.921533, -19.800119, -6.367794], [3.198572, -9.621345, -1.236801], [-12.447039, -7.313382, 1.640336], [0.838787, -11.032195, -0.638951], [-14.299999, -12.398524, -8.090247], [-8.580926, -12.802666, -1.809863], [-18.014244, -18.624017, -6.959116], [-4.894493, -19.430938, 0.294455], [-6.060149, -13.414340, 1.376235], [-3.785456, -8.225696, 8.458811], [1.407491, -8.975454, -0.363755], [2.935344, -11.058226, -1.124957], [2.766864, -9.008082, 0.708154], [-18.552621, -11.184868, -11.911364], [-3.806773, -19.360472, 0.290464], [-5.935974, -11.470155, -8.508392], [-13.531415, -12.793936, -10.502019], [-7.077959, -17.471626, 3.499927], [-5.227222, -11.994604, -9.974043], [-9.038173, -10.695984, 8.421810], [-4.296887, -10.211854, -9.172457], [-9.941697, -8.980997, 9.543923], [-2.782414, -5.560701, -10.331530], [-2.853367, -5.061700, -8.624886], [-2.601535, -9.622146, 7.649426], [-12.148968, -22.558178, -4.176567], [-14.272904, -7.362521, 0.143859], [-6.862224, -11.562519, -0.804357], [-12.361917, -19.488629, -6.497976], [-11.433850, -6.830188, 7.980371], [-19.367898, -10.652699, -11.421223], [-7.233562, -20.235061, 1.550497], [-11.579704, -18.482655, -5.295194], [-13.888033, -17.764555, -6.024221], [-11.208728, -20.149522, -4.113936], [-13.721864, -12.867128, 0.631341], [-16.610001, -9.967444, -9.485600], [-14.044545, -9.529441, -1.076011], [-11.115244, -22.533353, -3.831730], [-14.492996, -11.017448, -0.754598], [-17.482297, -17.216989, -7.842924], [-5.703561, -9.477002, -10.578174], [-8.616693, -20.555510, 3.663601], [-4.343780, -8.065610, 10.517634], [-12.517110, -21.406325, -4.962100], [-16.448292, -18.647539, -7.786837], [-8.399384, -14.124738, -0.656172], [-12.605613, -13.588878, 7.195355], [-6.430498, -18.068214, 3.994875], [-4.232777, -6.780170, 4.184839], [-10.726000, -8.738262, 8.826957], [-12.149201, -23.430666, -4.829908], [-15.079545, -16.157979, -10.666470], [-14.854646, -6.860760, 0.917105], [-4.243541, -7.998684, -9.991364], [-12.257684, -20.175612, -4.409078], [-12.181099, -7.512323, -0.348451], [2.477649, -8.773925, -0.316359], [-3.526089, -8.341732, -10.736813], [2.249117, -6.532646, 0.061437], [-13.877237, -11.468025, 0.425300], [-14.335402, -10.952753, -8.960569], [-19.586935, -9.871168, -12.148775], [-0.687937, -12.138651, -2.873102]],
  "forces_ev_per_angstrom": [[-0.117, -0.302, 0.356], [-0.047, -0.525, -0.153], [0.555, 0.124, 0.029], [0.453, 0.361, 0.391], [0.298, -0.820, 0.650], [-0.172, 0.159, 0.122], [-0.172, -0.028, 0.015], [-0.301, -0.457, 0.070], [-0.366, 0.298, -0.731], [0.107, -0.412, -0.487], [-1.003, -1.593, 1.039], [-0.259, -0.947, 0.286], [-0.106, -0.305, 0.217], [0.002, 0.078, -0.902], [0.083, 1.113, 0.341], [-0.341, 0.223, -0.101], [-0.157, 0.093, 0.141], [1.481, 0.827, -1.542], [-0.158, -0.518, -0.069], [0.351, -1.057, 0.677], [0.556, -0.569, 0.937], [-0.395, -0.420, 0.469], [0.126, 0.146, -0.099], [-0.361, -0.281, -0.023], [0.047, 0.121, -0.260], [0.659, 0.148, -2.040], [-0.753, -0.504, 1.975], [0.364, 0.357, -0.238], [-0.019, -0.036, 0.166], [-0.227, 0.076, 0.095], [-0.251, 0.075, 0.569], [-1.188, -1.273, -0.107], [-0.015, -0.131, 0.411], [-0.719, -0.327, -0.783], [-1.179, -0.326, 1.222], [-0.180, -0.354, -0.498], [0.101, 0.333, 0.370], [-0.098, 0.636, -0.197], [-0.030, 0.738, -0.089], [-0.451, -0.698, 0.490], [0.074, -0.150, 0.131], [0.096, 1.135, -0.277], [0.648, -1.539, 0.214], [0.015, 0.634, -0.317], [0.616, 0.325, -1.669], [1.137, -1.348, 0.557], [-0.049, -0.595, -0.447], [0.416, 0.628, -0.611], [-0.093, -0.442, 0.029], [-0.054, 0.677, -0.164], [-0.323, -0.406, -0.239], [-0.105, 0.247, -0.195], [0.505, -0.154, -0.859], [-0.557, -1.020, 2.141], [0.410, -0.168, 0.122], [0.397, -0.145, -0.189], [-0.241, 0.222, -0.320], [-0.052, 0.423, 0.089], [-0.086, -0.242, 0.267], [-0.779, -0.419, -0.262], [0.006, -1.182, -1.220], [-0.057, 0.117, 0.279], [0.568, 0.413, 0.149], [-1.935, 0.326, -0.028], [0.287, -0.560, 0.266], [-0.820, -0.344, -0.024], [-0.168, 0.299, -0.816], [-0.121, -0.653, 0.819], [-0.323, 0.141, -0.357], [0.047, -0.344, -0.020], [1.075, -1.167, 0.965], [-0.111, 0.206, 0.122], [0.020, 0.672, 0.580], [-1.193, 0.213, 0.950], [-0.470, -0.187, 1.579], [-0.202, 0.192, 0.090], [0.363, 0.699, 0.202], [-0.121, -0.039, -0.379], [0.019, 0.532, -0.360], [0.101, -0.185, -0.734], [0.645, 0.415, 0.223], [-0.036, 0.506, 0.041], [0.058, -0.136, 0.025], [0.520, 0.122, 0.142], [-0.730, -0.233, 1.008], [-0.489, -1.651, -1.283], [-0.022, 0.966, 1.811], [-0.361, 0.464, -0.739], [0.090, 0.267, -0.802], [0.051, -0.549, 0.608], [0.041, 0.047, 0.125], [0.319, 0.246, 0.188], [1.153, -0.439, -0.138], [1.567, 1.634, 0.483], [-0.281, 0.320, 0.429], [2.340, -1.036, -2.357], [1.086, -0.165, 0.355], [-0.133, -0.293, 0.054], [0.309, 0.188, -0.220], [-0.496, 0.094, -0.295], [0.364, -0.158, 0.418], [-0.050, 0.505, -0.178], [0.103, -0.023, -0.289], [-0.550, 0.106, -1.090], [0.927, -0.016, 0.252], [-0.481, -0.880, 0.004], [1.139, 0.293, 0.267], [-0.383, -0.151, -0.016], [-0.348, -0.465, 1.338], [0.057, 0.179, -0.438], [-0.296, 0.096, -0.243], [0.286, 0.033, -0.255], [-0.055, 0.154, 0.624], [0.258, 0.304, 0.571], [1.042, 0.550, -0.195], [1.212, 0.012, -0.232], [0.863, 0.213, -0.580], [-0.746, 0.619, -1.215], [0.449, 0.404, -0.270], [0.076, 0.569, -0.130], [0.103, 0.271, 0.122], [-1.746, -1.077, 2.213], [0.095, 0.216, -0.890], [0.235, 0.257, -0.436], [2.222, 2.210, -0.254], [-0.238, 0.000, -0.599], [0.083, -0.452, 0.001], [-0.651, -0.289, 0.593], [-0.400, -0.210, -0.578], [0.461, -0.073, 0.588], [0.683, 0.480, 0.854], [0.493, 0.540, -0.091], [0.167, -0.192, -0.157], [-0.658, -0.036, -0.361], [0.106, 0.265, -1.107], [1.624, 1.044, -0.603], [-0.517, 0.491, -0.284], [-0.081, -0.399, -0.020], [-0.186, 0.103, 0.231], [-0.116, -0.209, 0.050], [0.908, -1.469, 0.847], [-0.289, 0.173, 0.059], [-1.217, 0.796, 1.258], [-0.409, 0.100, 0.087], [-0.954, 0.427, -0.127], [0.283, 0.349, 0.149], [0.274, -0.381, 0.431], [-0.024, 0.341, -0.354], [-0.061, 0.653, 0.302], [0.160, 0.538, -0.243], [-0.131, 1.119, 0.301], [0.363, 0.329, -0.446], [-0.395, -0.002, 1.030], [-1.601, -1.752, -0.128], [-0.101, -0.154, 0.414], [0.352, 0.170, -0.364], [-0.344, 0.389, -0.244], [0.223, -0.349, -0.352], [-0.612, 0.490, -1.149], [0.221, 0.541, -0.819], [-0.017, 1.405, -0.326], [0.198, -0.609, 0.059], [-0.096, 0.156, -0.067], [-0.023, 0.795, -0.960], [0.573, -0.500, -0.427], [-0.563, 0.958, -0.310], [0.090, 0.374, 0.041], [0.198, 0.074, 0.506], [-1.414, -0.215, -0.158], [0.254, 0.156, 0.094], [-1.440, -1.063, 2.386], [-0.095, 0.503, 0.610], [1.325, -0.072, -1.549], [0.237, 0.196, 0.183], [0.122, -0.387, -0.199], [-0.429, 0.190, 0.107], [-0.448, -0.202, -0.642], [0.291, -2.708, -1.134], [0.123, -0.120, -0.056], [-0.065, 0.164, 0.344], [-0.831, -0.518, 0.253], [-0.235, 0.599, -0.481], [-0.260, -0.238, 0.075], [0.073, 1.915, -0.695], [-0.352, 0.146, -0.255], [-0.242, 0.206, 0.309], [-0.080, -0.268, 0.119], [-0.450, -1.047, 1.258], [0.349, -0.543, -0.124], [0.147, 0.486, -0.512], [-0.435, 1.057, 0.597], [0.222, 0.061, -0.127], [-0.141, -0.411, 0.397], [0.847, 0.371, 1.147], [-0.194, 0.104, -0.724], [-0.276, 0.150, 0.125], [0.156, -0.358, -0.573]],
  "de_lowest_kj_mol": 1105.13,
  "energy_ev": -97860.15544,
  "charge": 1,
  "homo_ha": -0.355,
  "gap_ha": 0.048,
  "spin_multiplicity": 1,
  "lumo_ev": -8.3
}